# C8H16HoO4

C8H16HoO4 as an isolated structure at a distorted geometry (the ωB97M-V functional and the def2-TZVPD basis, the Open Molecules 2025 dataset).

Summary:
Kohn-Sham gap (alpha / beta): 7.20 / 10.03 eV
Charge: +2
Highest occupied orbital energy (alpha / beta): -15.2 / -17.9 eV
Multiplicity: 6
LUMO (alpha / beta): -0.29559 / -0.29098 hartree

Cartesian coordinates (Å):
C  -2.02  -0.47  3.91
H  -2.78  -1.11  3.43
H  -1.64  -0.97  4.81
O  -3.65  3.08  1.12
C  -4.47  3.21  2.23
C  -3.75  2.78  3.51
O  -3.11  1.52  3.20
C  -2.54  0.84  4.24
Ho  -2.46  1.66  1.14
H  -5.38  2.58  2.13
H  -4.81  4.25  2.39
H  -4.44  2.64  4.35
H  -2.97  3.50  3.79
H  -2.16  1.46  5.06
C  -0.71  -0.53  2.76
O  -0.98  0.12  1.53
C  0.16  0.22  0.66
C  -0.33  0.63  -0.70
O  -1.22  1.73  -0.52
C  -1.58  2.41  -1.72
H  0.10  0.01  3.26
H  0.67  -0.74  0.60
H  0.84  0.98  1.08
H  -0.86  -0.19  -1.21
H  0.52  0.93  -1.33
H  -2.47  3.00  -1.50
H  -0.76  3.07  -2.02
H  -1.80  1.68  -2.51
H  -0.60  -1.59  2.51

Löwdin atomic charge list, values in e, 5 entries: atom 1 (C): -0.064, atom 2 (H): 0.126, atom 3 (H): 0.138, atom 4 (O): -0.310, atom 5 (C): -0.251


# C8H16IrO4

C8H16IrO4 as an isolated structure (the ωB97M-V functional and the def2-TZVPD basis, the Open Molecules 2025 dataset).

Summary:
Kohn-Sham gap (alpha / beta): 7.35 / 7.39 eV
Charge: +4
Highest occupied orbital energy (alpha / beta): -27.7 / -27.9 eV
Multiplicity: 2
LUMO (alpha / beta): -0.74818 / -0.75356 hartree

Cartesian coordinates (Å):
Ir  0.01  -0.15  0.40
C  1.34  -1.97  -1.27
C  2.45  -0.96  -1.04
O  1.92  0.02  0.00
C  2.45  1.45  -0.03
C  1.35  2.31  0.56
O  0.03  1.74  0.03
C  -1.30  2.33  0.53
C  -2.40  1.47  -0.06
O  -1.87  0.04  -0.04
C  -2.43  -0.96  -1.04
C  -1.31  -1.94  -1.38
O  0.02  -1.18  -1.22
H  1.28  -2.75  -0.50
H  1.36  -2.43  -2.27
H  2.72  -0.37  -1.92
H  3.32  -1.44  -0.59
H  2.70  1.66  -1.07
H  3.33  1.45  0.61
H  1.37  3.35  0.22
H  1.31  2.28  1.66
H  -1.30  3.37  0.17
H  -1.27  2.31  1.63
H  -2.65  1.70  -1.10
H  -3.28  1.48  0.58
H  -2.81  -0.38  -1.88
H  -3.24  -1.47  -0.51
H  -1.31  -2.25  -2.43
H  -1.27  -2.81  -0.71

natural (NBO) atomic charge list, values in e, 5 entries: atom 1 (Ir): 1.784, atom 2 (C): -0.123, atom 3 (C): -0.101, atom 4 (O): -0.459, atom 5 (C): -0.102


Molecular weight, respectively: 341.14, 368.43 g mol⁻¹.